DFT (ωB97M-V/def2-TZVPD) results for a structure of composition C12H36AlN6O2P2 at a distorted geometry.

## Properties
Relative energy (zero: lowest compared OMol25 entry of this formula, charge and spin), kJ/mol: 290.5
HOMO level, Eh: -0.6589
Net charge: +3
Maximum force, Eh/bohr: 0.172
LUMO level, eV: -14.82
Electronic energy, eV: -51205.13101

The geometry in XYZ format:
```
59
Properties=species:S:1:pos:R:3:nbo_charge:R:1
P -2.2462 -0.1078 -0.0339 2.478
P 1.7118 -0.1619 1.1605 2.440
Al -0.9371 -0.7693 2.7872 1.777
O -1.6652 -0.5315 1.2667 -1.268
O 0.3358 -0.3194 1.7389 -1.267
N -3.5783 -0.9636 -0.5300 -0.692
N -1.1699 -0.3893 -1.2894 -0.769
N 2.4279 -1.5790 0.4276 -0.674
N -2.6904 1.5167 -0.2214 -0.751
N 1.9359 0.9885 -0.0685 -0.714
N 2.9152 0.3796 2.2850 -0.787
C 2.9913 1.8377 2.6578 -0.417
C 3.3626 -0.4839 3.4598 -0.417
C -1.4241 -0.0811 -2.7897 -0.436
C -4.3951 -0.5596 -1.6588 -0.433
C 1.6684 -2.5505 -0.3281 -0.417
C -3.6766 -2.3013 -0.0674 -0.432
C -3.9640 1.9928 0.3387 -0.431
C 3.8734 -1.6638 0.1529 -0.424
C -1.7775 2.6173 -0.5441 -0.426
C 0.7003 1.5976 -0.7456 -0.461
C 3.1428 1.1526 -0.9324 -0.428
C 0.0429 -1.1860 -0.9861 -0.436
H 3.1108 2.0298 -1.5787 0.261
H 4.1668 -2.7028 0.3029 0.248
H 4.1302 -1.5008 -0.8938 0.231
H 3.9259 -1.3169 3.0393 0.226
H -3.0353 -2.5218 0.7859 0.203
H 3.9710 0.0720 4.1732 0.260
H 0.0300 -2.2333 -1.2880 0.237
H 3.9862 2.0906 3.0242 0.253
H -0.1308 1.5225 -0.0444 0.216
H 3.2855 0.3209 -1.6224 0.216
H 2.7058 2.5645 1.8973 0.226
H -0.7918 2.2810 -0.8657 0.217
H 4.3722 -1.0127 0.8709 0.245
H -4.5480 1.1507 0.7102 0.222
H -2.1026 3.1488 -1.4385 0.242
H 0.8930 2.6624 -0.8763 0.259
H 0.7464 -2.8005 0.1968 0.205
H -1.8695 0.8918 -2.9973 0.239
H -5.4364 -0.3930 -1.3833 0.258
H -0.5320 -0.0991 -3.4158 0.247
H 2.5241 -0.8376 4.0597 0.191
H -4.5071 2.6498 -0.3406 0.250
H -2.1575 -0.7438 -3.2491 0.243
H 0.9594 -0.7567 -1.3907 0.225
H 4.0426 1.2504 -0.3250 0.250
H -3.4336 -3.0050 -0.8636 0.232
H -1.6763 3.2884 0.3088 0.222
H 0.4369 1.2896 -1.7575 0.239
H 0.1683 -1.1525 0.0962 0.198
H -4.0372 0.3788 -2.0826 0.230
H 2.2832 1.9515 3.4786 0.194
H 2.2577 -3.4666 -0.2873 0.258
H 1.5706 -2.1671 -1.3437 0.215
H -4.6881 -2.5642 0.2424 0.260
H -3.8410 2.5872 1.2441 0.226
H -4.3630 -1.2917 -2.4657 0.240
```